C6H59BN2O29PS | ωB97M-V/def2-TZVPD

The geometry in XYZ format:
```
99
Properties=species:S:1:pos:R:3:forces:R:3:lowdin_charge:R:1
O 2.71601 -3.76389 1.73670 -0.39 -0.02 -0.44 -0.23
P 3.60786 -4.04559 0.60430 -0.54 0.40 1.89 0.44
O 4.02406 -5.57268 0.60646 0.14 0.04 -0.84 -0.08
O 4.96729 -3.24934 0.63335 0.00 -0.07 -0.54 -0.07
C 2.77207 -3.66300 -0.97351 1.18 -0.29 -0.10 -0.22
C 3.18073 -2.30714 -1.57823 -0.18 0.34 -0.17 -0.13
O 2.04183 -1.56402 -1.93057 -0.18 -0.34 -0.30 -0.03
C 1.21551 -1.31101 -0.82921 -0.04 0.35 -0.41 -0.30
N 0.22664 -0.36566 -1.31077 0.07 -0.13 0.65 0.13
C -0.06737 0.56716 -0.59477 0.03 -0.07 -0.59 -0.71
S -0.41610 1.79129 0.28416 -0.36 0.36 0.37 0.89
C 0.56335 -2.61223 -0.30138 -0.56 0.53 0.74 -0.17
C -0.92645 -2.74072 -0.58884 0.56 -0.43 0.10 -0.01
B -1.58635 -4.09119 -0.13365 -0.31 0.12 -0.01 -0.62
O -0.84618 -5.25598 -0.10196 -0.25 -0.12 -0.29 0.15
O -2.92947 -4.15501 0.18832 0.36 -0.21 0.10 0.15
N 1.29600 -3.80033 -0.83859 0.56 0.18 -0.41 0.12
H 4.56386 -5.83603 -0.15484 0.17 -0.15 0.17 0.11
H 4.81111 -2.30763 0.81738 0.20 0.04 0.13 0.09
H 3.09284 -4.43114 -1.66970 -0.19 -0.24 -0.33 0.10
H 3.72738 -2.48817 -2.49756 0.06 0.05 -0.05 0.15
H 3.80999 -1.71200 -0.91787 0.01 0.02 0.15 0.11
H 1.77903 -0.84198 -0.01757 0.31 -0.16 0.02 0.14
H 0.70463 -2.62625 0.77749 0.26 -0.19 0.03 0.16
H -1.45052 -1.93207 -0.08616 0.01 0.20 -0.11 0.12
H -1.09292 -2.59487 -1.66051 -0.22 0.08 -0.06 0.13
H -1.42777 -6.02461 0.01487 0.16 -0.17 -0.01 0.13
H -3.13378 -3.73756 1.03565 -0.26 0.10 -0.08 0.14
H 1.10890 -4.60188 -0.23550 -0.38 0.01 0.02 0.13
H 0.93379 -4.00780 -1.77248 -0.08 -0.02 -0.02 0.20
O -1.73428 -5.45767 2.84829 -0.14 0.20 -0.09 -0.03
H -1.04866 -5.45306 3.52399 0.00 -0.03 0.02 0.06
H -1.26897 -5.51380 2.00992 0.23 -0.10 0.19 -0.01
O 3.03144 -5.78598 -3.62460 0.11 -0.10 0.12 -0.07
H 2.96609 -6.62078 -3.13838 -0.17 0.14 0.01 0.01
H 3.29024 -6.03838 -4.51696 0.01 0.16 -0.06 0.05
O -3.96807 -6.93310 -0.39465 0.30 -0.10 -0.08 -0.04
H -4.82833 -7.01190 0.02738 0.00 -0.05 0.03 0.05
H -3.60930 -6.09879 -0.07842 -0.37 0.26 0.07 -0.02
O 3.80834 0.19619 1.22320 0.12 -0.44 -0.24 -0.06
H 3.11802 0.86945 1.21467 0.05 0.09 0.15 0.02
H 4.20302 0.31513 2.09441 -0.05 0.13 -0.07 0.03
O -3.43024 -1.55243 -1.82805 -0.08 -0.36 -0.36 -0.05
H -3.44175 -2.29155 -1.20992 -0.13 -0.02 0.01 0.01
H -4.21567 -1.04896 -1.57705 0.19 0.29 0.14 0.04
O 2.25393 3.81871 -0.30040 0.02 0.10 -0.15 -0.08
H 1.47475 3.32753 -0.00903 0.02 -0.02 0.04 -0.05
H 1.99922 4.19953 -1.15104 0.01 0.02 0.02 0.08
O 0.82166 4.99566 2.04307 0.05 -0.16 0.12 -0.06
H 1.19477 4.88507 2.92852 -0.04 -0.03 0.01 0.01
H 1.58346 4.93973 1.45597 -0.04 0.10 -0.06 0.00
O -0.19694 5.85855 4.67972 -0.08 -0.03 0.22 -0.05
H -0.97624 5.39159 4.99956 -0.11 0.13 -0.01 0.05
H -0.50096 6.28802 3.87222 0.15 -0.06 -0.12 0.05
O 1.92611 4.07703 4.95964 -0.08 -0.26 0.15 -0.07
H 1.27678 4.75221 5.22100 0.09 -0.13 -0.31 0.01
H 2.54521 4.00954 5.69790 0.15 0.28 -0.08 0.03
O -2.81322 7.18251 4.82168 -0.13 0.15 0.00 -0.05
H -3.59625 7.26176 5.37789 -0.02 -0.05 0.00 0.06
H -2.19770 7.83463 5.17589 0.06 -0.05 0.02 0.06
O 2.87955 1.67711 3.40149 -0.19 -0.05 0.13 -0.06
H 2.91824 0.91939 3.99247 -0.07 -0.02 0.07 0.05
H 2.34634 2.32728 3.88824 0.12 0.26 -0.07 0.01
O 5.23226 3.90226 -0.01118 0.03 0.12 -0.07 -0.05
H 4.28234 3.95192 -0.17019 -0.01 -0.27 0.05 -0.02
H 5.33518 3.18618 0.62146 -0.01 0.00 0.03 0.03
O -2.77784 -2.54409 -4.83292 -0.19 0.01 -0.07 -0.05
H -3.11148 -2.41949 -3.93491 0.05 0.07 0.20 0.01
H -3.52821 -2.30612 -5.39029 -0.01 0.00 -0.01 0.06
O -4.34591 8.59875 2.47771 -0.05 0.04 0.04 -0.06
H -4.17995 7.92255 1.81560 0.01 0.00 -0.03 0.03
H -3.83382 8.31556 3.24393 0.09 -0.11 -0.02 -0.01
O 3.20774 6.63026 -0.39084 -0.05 -0.04 -0.14 -0.05
H 4.11154 6.64251 -0.72215 0.05 0.03 0.08 0.04
H 3.09738 5.74807 -0.02109 0.06 0.10 0.06 -0.02
O 3.79022 5.39954 6.95484 -0.10 -0.10 0.06 -0.05
H 3.18209 6.09110 7.23437 0.01 0.06 -0.04 0.05
H 4.40358 5.30619 7.69021 0.04 -0.03 -0.01 0.05
O -3.03870 0.42047 -5.42887 -0.06 0.11 0.08 -0.05
H -2.32023 -0.10146 -5.80091 0.05 0.02 0.02 0.04
H -3.13720 0.06958 -4.53653 0.02 -0.03 0.02 0.02
O -4.41786 -0.00550 0.37277 0.03 -0.40 0.23 -0.06
H -5.26754 0.07614 0.82026 -0.05 0.22 -0.09 0.03
H -3.92302 0.75677 0.68714 0.01 0.11 -0.17 0.04
O -6.75550 1.77163 0.35133 -0.12 -0.05 0.01 -0.05
H -7.02462 2.69074 0.26140 0.04 0.04 0.06 0.05
H -7.32189 1.29854 -0.26608 0.00 0.01 -0.04 0.05
O 1.88383 -7.05582 -1.45738 0.23 0.16 0.25 -0.02
H 1.16085 -6.42299 -1.48584 -0.24 -0.24 -0.07 0.03
H 2.26719 -6.97308 -0.57492 -0.07 -0.19 0.04 0.05
O -2.89940 2.59181 -3.29081 0.02 -0.02 0.04 -0.07
H -2.97213 3.54539 -3.43376 0.01 -0.03 0.08 -0.01
H -2.86188 2.20306 -4.17253 0.02 -0.03 -0.07 -0.01
O -2.86397 5.37928 -4.23335 0.01 -0.05 -0.16 -0.05
H -2.95730 6.33168 -4.32736 -0.02 0.03 0.11 0.05
H -2.81904 5.04938 -5.13690 0.01 0.04 -0.03 0.05
O -0.80650 -4.02487 -6.54126 0.00 0.04 -0.05 -0.07
H -0.83410 -4.79780 -5.97190 -0.03 -0.06 -0.03 0.02
H -1.58362 -3.51546 -6.27840 0.14 -0.03 0.17 -0.01
```
Positions in Å, forces in eV/Å.

Summary:
Highest occupied orbital energy (eV): -12.38
Kohn-Sham gap (eV): 9.73
Total energy (eV): -90337.7535
2S+1: 1
Charge: +1